No. 1
50
Properties=species:S:1:pos:R:3 method="wB97M-V/def2-TZVPD" e_lumo_ha=-0.022 energy_ha=-1846.10147 homo_ev=-8.5975 orbital_gap_ev=8.011 max_force_ev_per_a=4.22 smiles="O=Cc1nc2c(cc1CO)CCCN2C(=O)Nc1ncc(Cl)c(O[C@H]2CCOC2)n1"
O -5.42 -2.73 1.33
O 0.87 -0.37 1.83
Cl 0.10 5.57 -1.85
N -1.37 2.10 -0.83
N 0.58 2.43 0.50
N -2.08 -2.10 0.43
O -5.18 -3.72 -2.21
O 4.05 4.48 2.96
O 1.57 4.54 0.53
C -4.29 -2.22 1.17
C 0.27 -0.54 0.80
C -0.50 1.69 0.04
C -1.20 3.30 -1.38
C 0.67 3.64 0.05
C -3.24 -2.65 0.21
C -0.91 -2.57 -0.01
C -2.14 -4.19 -1.31
C -0.18 4.11 -0.92
C -3.30 -3.74 -0.75
C -0.92 -3.74 -0.82
N -0.63 0.41 0.43
N 0.24 -1.87 0.29
C -4.56 -4.41 -1.15
C 4.23 5.62 2.07
C 0.37 -4.32 -1.38
C 1.45 -2.73 0.20
C 1.45 -3.28 -1.22
C 3.22 3.51 2.15
C 3.96 5.18 0.61
C 2.90 4.12 0.71
H -6.13 -3.65 -2.12
H -4.17 -1.20 1.49
H -1.79 3.63 -2.23
H -2.08 -5.15 -1.83
H -1.46 -0.02 0.20
H -4.26 -5.42 -1.54
H -5.18 -4.77 -0.26
H 3.44 6.37 2.32
H 5.32 5.92 2.09
H 0.33 -4.61 -2.42
H 0.64 -5.17 -0.68
H 2.32 -2.10 0.41
H 1.45 -3.46 0.92
H 2.37 -3.67 -1.48
H 1.36 -2.41 -1.85
H 2.37 3.15 2.67
H 3.89 2.72 1.89
H 3.58 6.00 0.03
H 4.90 4.84 0.06
H 3.08 3.46 -0.13

No. 2
79
Properties=species:S:1:pos:R:3 method="wB97M-V/def2-TZVPD" e_lumo_ha="-0.415 / -0.397" charge=+3 energy_ha=-3506.90840 s_squared=12.049 homo_ev="-17.0248 / -17.0347" orbital_gap_ev="5.719 / 6.224" spin_multiplicity=7 max_force_ev_per_a=4.46
Eu 0.30 0.26 -0.30
P 0.30 -2.46 -1.52
P 1.00 -1.51 1.93
P -0.70 1.27 -2.97
H 3.22 2.13 3.66
C 2.86 2.96 3.04
C 1.65 3.52 3.25
H 0.96 3.13 4.01
C 1.96 -3.01 -2.09
C -0.29 -4.02 -0.76
C -0.61 -2.53 -3.11
C 1.21 -0.34 3.34
C -0.18 -2.70 2.67
C 2.55 -2.49 2.05
C -0.86 3.08 -2.66
C -2.27 0.97 -3.86
C 0.48 1.32 -4.39
H 3.54 3.35 2.28
H 1.31 4.38 2.67
H 1.86 -3.92 -2.68
H 2.60 -3.20 -1.22
H 2.41 -2.21 -2.70
H -0.23 -4.83 -1.50
H -1.33 -3.92 -0.42
H 0.34 -4.28 0.11
H -0.43 -3.51 -3.58
H -0.28 -1.73 -3.79
H -1.69 -2.41 -2.94
H 1.91 -0.78 4.07
H 0.24 -0.17 3.82
H 1.61 0.63 3.00
H 0.36 -3.45 3.26
H -0.75 -3.21 1.88
H -0.90 -2.18 3.32
H 2.53 -3.11 2.96
H 3.41 -1.81 2.07
H 2.64 -3.14 1.16
H -0.61 3.64 -3.57
H -0.18 3.39 -1.85
H -1.89 3.29 -2.36
H -2.26 1.44 -4.85
H -3.10 1.38 -3.26
H -2.42 -0.12 -3.97
H 0.14 2.08 -5.10
H 0.49 0.33 -4.88
H 1.49 1.55 -4.03
C 3.36 2.93 -1.37
C 4.36 2.78 -2.35
C 5.33 3.77 -2.50
C 5.32 4.90 -1.68
C 4.34 5.04 -0.69
C 3.36 4.07 -0.53
S 2.13 1.75 -1.22
H 1.86 1.10 0.44
H 4.36 1.89 -2.98
H 6.11 3.65 -3.26
H 6.08 5.68 -1.81
H 4.35 5.90 -0.02
H 2.59 4.15 0.24
C -3.58 -1.95 -0.58
N -3.90 -1.75 0.83
C -5.26 -2.15 1.22
C -3.31 -0.70 1.49
S -2.41 0.50 0.66
N -3.51 -0.61 2.83
C -3.76 -1.82 3.63
C -2.95 0.52 3.56
H -4.04 -2.90 -0.89
H -2.50 -2.01 -0.71
H -3.96 -1.13 -1.21
H -5.24 -3.12 1.72
H -5.73 -1.40 1.87
H -5.87 -2.26 0.31
H -3.27 -1.69 4.60
H -4.84 -1.95 3.82
H -3.36 -2.72 3.15
H -1.86 0.44 3.68
H -3.17 1.44 3.00
H -3.42 0.56 4.54

No. 3
12
Properties=species:S:1:pos:R:3 method="wB97M-V/def2-TZVPD" e_lumo_ha=-0.022 energy_ha=-1271.32723 homo_ev=-7.4641 orbital_gap_ev=6.874 max_force_ev_per_a=4.43
Si -2.27 -0.97 -0.46
Si 2.88 1.58 0.43
Si 0.81 -1.44 0.82
S 1.95 -0.17 -0.66
H -2.60 -0.39 -1.73
H -2.45 -2.44 -0.39
H -3.12 -0.27 0.60
H 4.18 1.13 0.07
H 2.64 1.54 1.82
H 2.41 2.99 -0.23
H 0.82 -0.79 2.14
H 1.08 -2.82 0.60

No. 4
20
Properties=species:S:1:pos:R:3 method="wB97M-V/def2-TZVPD" e_lumo_ha=-0.134 charge=+1 energy_ha=-307.48086 homo_ev=-13.3113 orbital_gap_ev=9.678 max_force_ev_per_a=3.68
N -0.76 0.46 -1.85
C 0.53 0.93 -1.31
C 1.38 1.43 1.15
C 0.47 1.52 0.12
H -0.65 0.38 -2.87
H -1.43 1.24 -1.78
H 0.97 1.73 -1.94
H 1.25 0.09 -1.25
H 1.23 2.09 1.96
H 2.26 0.76 1.12
H -0.42 2.15 0.34
C -1.07 -1.48 0.34
C -0.09 -2.12 -0.35
N -0.71 -1.02 1.68
H -1.92 -0.94 -0.08
H 0.10 -1.91 -1.40
H 0.66 -2.79 0.14
H -0.36 -0.07 1.57
H -1.51 -0.91 2.31
H 0.06 -1.54 2.09

No. 5
45
Properties=species:S:1:pos:R:3 method="wB97M-V/def2-TZVPD" e_lumo_ha=0.019 energy_ha=-1659.43228 homo_ev=-8.6801 orbital_gap_ev=9.194 max_force_ev_per_a=1.17 smiles="CCN(CC)S(=O)(=O)CC[P@@](=O)(O)CN1CCOCC1"
C -0.25 1.68 1.68
H -0.55 2.45 0.98
H -0.59 0.71 1.32
H -0.73 1.88 2.64
C 1.26 1.67 1.87
N 1.96 1.50 0.60
S 2.98 0.20 0.40
O 2.63 -0.77 1.41
O 4.36 0.61 0.34
C 2.54 -0.42 -1.24
C 1.05 -0.55 -1.39
H 0.55 0.33 -0.98
H 0.78 -0.66 -2.44
H 2.99 0.27 -1.95
H 3.02 -1.39 -1.32
C 2.33 2.70 -0.12
C 3.45 3.52 0.52
H 4.33 2.89 0.64
H 3.70 4.36 -0.11
H 3.15 3.90 1.50
H 2.64 2.39 -1.12
H 1.43 3.32 -0.23
H 1.55 0.83 2.50
H 1.59 2.59 2.35
P 0.52 -2.11 -0.50
O 1.56 -3.14 -0.62
O 0.20 -1.68 1.01
H 1.06 -1.51 1.43
C -1.10 -2.71 -1.19
N -2.34 -2.06 -0.91
C -2.81 -2.22 0.46
H -2.82 -3.29 0.70
C -4.23 -1.66 0.55
H -4.59 -1.71 1.58
O -4.27 -0.30 0.18
C -3.80 -0.14 -1.13
C -2.36 -0.66 -1.27
H -2.04 -0.55 -2.31
H -1.70 -0.07 -0.62
H -3.84 0.93 -1.34
H -4.45 -0.67 -1.83
H -4.89 -2.24 -0.10
H -2.16 -1.70 1.17
H -1.15 -3.75 -0.85
H -0.94 -2.74 -2.28

No. 6
77
Properties=species:S:1:pos:R:3 method="wB97M-V/def2-TZVPD" e_lumo_ha=0.004 energy_ha=-3170.29885 homo_ev=-8.2939 orbital_gap_ev=8.395 max_force_ev_per_a=0.44
Ti 1.08 -0.45 0.92
C 2.54 1.71 -1.16
C 1.23 2.39 -0.82
N 0.26 1.39 -0.34
C -0.94 2.04 0.21
C -1.34 1.49 1.55
C -2.38 2.05 2.28
C -2.76 1.44 3.46
C -2.13 0.27 3.86
C -1.10 -0.22 3.07
C -0.37 -1.49 3.35
N 0.63 -1.65 2.33
C 1.86 1.26 2.05
C 3.11 1.53 1.23
N 2.88 0.83 -0.05
N -0.70 0.40 1.97
H 3.31 2.46 -1.33
H 2.41 1.09 -2.04
H 0.85 2.94 -1.68
H 1.38 3.11 -0.01
H -0.03 0.81 -1.13
H -1.79 1.91 -0.47
H -0.77 3.12 0.30
H -2.88 2.93 1.91
H -3.57 1.85 4.06
H -2.43 -0.26 4.75
H -1.10 -2.30 3.35
H 0.08 -1.44 4.35
H 1.18 -2.49 2.43
H 2.04 1.04 3.10
H 1.17 2.11 2.02
H 3.99 1.13 1.71
H 3.31 2.60 1.05
H 3.66 0.23 -0.31
O 0.96 -3.65 -1.55
C 1.15 -2.46 -1.61
N 1.94 -1.78 -0.65
C 3.17 -2.34 -0.55
O 3.77 -2.99 -1.40
C 3.84 -2.08 0.76
C 5.07 -2.66 1.04
C 5.60 -2.52 2.31
C 4.87 -1.81 3.26
C 3.66 -1.26 2.89
N 3.16 -1.36 1.66
C 0.54 -1.68 -2.76
C -0.25 -2.37 -3.67
C -0.77 -1.68 -4.75
C -0.47 -0.33 -4.90
C 0.32 0.27 -3.93
N 0.82 -0.38 -2.88
H 5.55 -3.22 0.25
H 6.55 -2.96 2.57
H 5.22 -1.70 4.27
H 3.06 -0.72 3.61
H -0.45 -3.42 -3.49
H -1.39 -2.19 -5.48
H -0.85 0.25 -5.72
H 0.58 1.32 -4.01
C -5.55 2.73 -2.14
C -4.67 1.62 -1.64
C -4.78 1.14 -0.34
C -3.97 0.11 0.12
C -3.04 -0.45 -0.74
C -2.93 0.00 -2.05
C -3.74 1.03 -2.49
S -1.95 -1.72 -0.16
O -2.04 -2.79 -1.12
O -2.31 -2.00 1.21
O -0.61 -1.04 -0.27
H -6.21 3.10 -1.35
H -6.18 2.39 -2.96
H -4.96 3.57 -2.51
H -5.51 1.59 0.33
H -4.04 -0.26 1.13
H -2.21 -0.47 -2.71
H -3.65 1.38 -3.51

No. 7
22
Properties=species:S:1:pos:R:3 method="wB97M-V/def2-TZVPD" e_lumo_ha=-0.167 charge=+1 energy_ha=-458.66040 homo_ev=-12.4924 orbital_gap_ev=7.947 max_force_ev_per_a=4.21
C -0.81 1.64 1.92
C -0.30 0.37 2.41
C -1.24 1.78 0.63
C 0.69 -2.59 0.91
C 0.02 -0.56 1.51
C 0.13 -2.06 -1.70
C -1.13 0.64 -0.42
C 0.06 -0.30 -0.05
C 1.42 0.48 -0.35
N 0.51 -1.76 1.79
N 0.17 -1.60 -0.57
H -0.86 2.48 2.66
H 0.09 0.21 3.33
H -1.78 2.65 0.18
H 0.71 -3.59 0.62
H 0.02 -1.63 -2.70
H 0.36 -3.07 -1.76
H -2.06 0.18 -0.39
H -1.22 1.21 -1.31
H 1.36 1.62 -0.27
H 1.81 0.29 -1.31
H 2.21 0.09 0.46